P:
Molecular formula: C3H5NOS
Method: DFT, ωB97M-V/def2-TZVPD

Last column: Löwdin charge in e.
Atoms and positions in Å:
C: 0.79 -0.60 -0.28  -0.28
C: 0.12 -0.22 -1.59  0.14
C: -0.08 -0.15 0.90  -0.50
N: -1.34 0.22 0.25  -0.19
O: -1.32 1.61 2.32  -0.56
S: -0.70 1.63 0.98  0.87
H: 1.07 -1.75 -0.01  0.15
H: 1.70 0.12 -0.19  0.12
H: 0.46 0.70 -2.02  0.06
H: -0.50 -0.87 -2.20  0.08
H: -0.20 -0.70 1.85  0.11

The HOMO energy (spin up / spin down) comes out at -8.76 / -8.76 eV. As for the LUMO energy (spin up / spin down): -1.775 / -1.780 eV.


Q:
Molecular formula: C3H5NOS
Method: DFT, ωB97M-V/def2-TZVPD

Last column: Löwdin charge in e.
Atoms and positions in Å:
C: -1.92 0.84 0.99  0.03
N: -0.87 0.22 0.59  0.00
O: 0.03 1.03 -0.14  -0.13
C: 1.02 0.32 -0.69  -0.90
C: 1.02 -1.15 -0.48  -0.13
S: 2.21 1.16 -1.44  0.71
H: -2.05 1.90 0.78  0.09
H: -2.68 0.24 1.49  0.08
H: 1.19 -1.31 0.65  0.12
H: 1.91 -1.54 -0.99  0.07
H: 0.14 -1.72 -0.75  0.07

As for the SMILES: C=NOC(C)=S. The HOMO energy comes out at -8.68 eV. As for the LUMO energy: 0.237 eV.


R:
Molecular formula: C3H5NOS
Method: DFT, ωB97M-V/def2-TZVPD

Last column: Löwdin charge in e.
Atoms and positions in Å:
C: 1.08 0.22 0.31  -0.17
C: 0.45 0.61 -0.76  -0.40
C: 0.16 0.27 1.46  -0.22
N: -1.58 -1.66 -1.55  -0.09
O: -1.15 0.78 1.02  -0.49
S: -1.28 0.71 -0.62  0.97
H: 2.12 0.24 0.32  0.10
H: 0.80 0.28 -1.75  0.08
H: -0.02 -0.85 1.75  0.16
H: 0.38 1.01 2.26  0.14
H: -0.95 -1.60 -2.44  -0.08

The HOMO energy (spin up / spin down) comes out at -8.09 / -8.02 eV. As for the LUMO energy (spin up / spin down): -0.400 / -0.332 eV.


Most stable of them? Q.


P:
Molecular formula: C3H5NOS
Method: DFT, ωB97M-V/def2-TZVPD

Last column: Löwdin charge in e.
Atoms and positions in Å:
C: 1.79 0.69 -0.82  -0.26
C: 1.51 0.79 0.55  -0.19
C: -2.46 -0.66 0.23  0.05
N: 1.33 -0.42 -1.41  -0.32
O: 0.69 -0.19 1.02  -0.35
S: 0.40 -1.18 -0.38  1.02
H: 2.47 1.36 -1.14  0.07
H: 1.80 1.52 1.27  0.11
H: -2.41 0.36 0.37  -0.03
H: -2.26 -1.28 0.98  -0.06
H: -2.86 -0.98 -0.66  -0.03

The HOMO energy (spin up / spin down) comes out at -7.13 / -8.30 eV. As for the LUMO energy (spin up / spin down): 0.263 / -0.049 eV.


Q:
Molecular formula: C3H5NOS
Method: DFT, ωB97M-V/def2-TZVPD

Last column: Löwdin charge in e.
Atoms and positions in Å:
C: -0.26 0.61 -0.85  -0.63
C: -0.56 -0.27 0.40  -0.18
C: 0.72 -0.86 0.98  -0.58
N: -1.08 1.51 -1.28  0.11
O: 0.86 0.49 -1.44  -0.10
S: 1.94 -1.15 -0.28  0.89
H: -0.98 0.44 1.17  0.12
H: -1.47 -0.98 0.28  0.15
H: 0.99 -0.13 1.67  0.05
H: 0.70 -1.91 1.35  0.09
H: -0.85 2.24 -2.00  0.07

The HOMO energy (spin up / spin down) comes out at -9.23 / -9.32 eV. As for the LUMO energy (spin up / spin down): -2.365 / -2.328 eV.


Most stable of them? Q.


P:
Molecular formula: C3H5NOS
Method: DFT, ωB97M-V/def2-TZVPD

Last column: Löwdin charge in e.
Atoms and positions in Å:
O: 1.11 1.38 -0.66  -0.04
C: 0.45 0.75 0.34  -0.52
C: 0.72 -0.77 0.07  -0.18
N: -0.51 -1.43 -0.31  -0.06
C: -1.59 -0.81 -0.24  -0.55
S: -1.54 0.90 0.15  0.85
H: 1.12 2.30 -0.32  0.12
H: 0.60 1.03 1.30  0.06
H: 1.21 -0.98 -0.89  0.13
H: 1.07 -1.27 0.98  0.12
H: -2.63 -1.11 -0.43  0.07

As for the SMILES: O[C@@H]1CN=CS1. The HOMO energy comes out at -8.87 eV. As for the LUMO energy: 0.491 eV.


Q:
Molecular formula: C3H5NOS
Method: DFT, ωB97M-V/def2-TZVPD

Last column: Löwdin charge in e.
Atoms and positions in Å:
C: -0.79 -0.76 0.54  -0.10
C: -0.67 -0.20 -0.70  -0.42
C: -3.10 0.18 0.04  -0.03
N: -0.14 1.00 -0.89  -0.44
O: -3.66 -0.53 0.67  0.06
S: 0.02 2.11 0.39  0.75
H: -0.83 -1.88 0.44  0.09
H: -0.57 -0.13 1.37  0.01
H: -0.80 -0.65 -1.64  0.11
H: -0.41 1.53 -1.70  0.07
H: 1.31 1.63 0.55  -0.08

The HOMO energy comes out at -8.17 eV. As for the LUMO energy: 0.783 eV.


Most stable of them? P.


P:
Molecular formula: C5H15NO
Method: DFT, ωB97M-V/def2-TZVPD

Last column: Löwdin charge in e.
Atoms and positions in Å:
C: -0.81 2.11 1.71  -0.19
N: -0.16 0.85 1.75  -0.16
C: 0.37 0.30 0.44  -0.17
C: 0.45 -1.29 0.23  -0.44
C: -0.92 -1.93 0.55  -0.11
C: 0.79 -1.66 -1.18  -0.13
H: -1.99 1.95 1.44  0.12
H: -0.43 2.85 0.99  0.06
H: -0.67 2.52 2.74  0.08
H: 0.60 0.82 2.40  0.08
H: 1.47 0.71 0.48  0.14
H: -0.12 0.68 -0.47  0.09
H: 1.20 -1.63 0.90  0.10
H: -0.92 -3.07 0.71  0.09
H: -1.67 -1.62 -0.26  0.09
H: -1.34 -1.55 1.49  0.06
H: 1.51 -0.97 -1.70  0.08
H: -0.15 -1.74 -1.76  0.07
H: 1.15 -2.79 -1.26  0.12
O: 0.39 1.44 -2.94  -0.16
H: 0.08 2.03 -3.74  0.09
H: 1.16 1.99 -2.53  0.08

As for the SMILES: CNCC(C)C.O. The HOMO energy comes out at -8.38 eV. As for the LUMO energy: 0.599 eV.


Q:
Molecular formula: C5H15NO
Method: DFT, ωB97M-V/def2-TZVPD

Last column: Löwdin charge in e.
Atoms and positions in Å:
C: -1.31 0.62 1.15  -0.08
C: -0.44 0.34 -0.09  -0.30
N: 0.76 -0.34 0.29  -0.09
C: 1.82 -0.65 -0.69  -0.44
C: 3.01 0.29 -0.52  -0.07
C: 2.20 -2.15 -0.64  -0.06
H: -1.82 1.56 1.02  0.06
H: -2.03 -0.17 1.27  0.07
H: -0.66 0.67 2.03  0.06
H: -0.23 1.33 -0.53  0.10
H: -0.98 -0.22 -0.86  0.11
H: 1.11 -0.18 1.23  0.11
H: 1.36 -0.48 -1.65  0.12
H: 3.68 0.25 -1.38  0.08
H: 3.57 -0.03 0.37  0.08
H: 2.66 1.30 -0.32  0.07
H: 1.81 -2.65 -1.52  0.06
H: 1.74 -2.63 0.23  0.07
H: 3.28 -2.29 -0.53  0.07
O: -6.38 1.49 0.49  -0.06
H: -7.21 1.62 0.04  0.03
H: -5.94 2.33 0.61  0.03

As for the SMILES: CCNC(C)C.O. The HOMO energy comes out at -8.03 eV. As for the LUMO energy: 0.902 eV.


R:
Molecular formula: C5H15NO
Method: DFT, ωB97M-V/def2-TZVPD

Last column: Löwdin charge in e.
Atoms and positions in Å:
C: 1.93 1.43 -0.37  -0.10
C: 0.49 1.88 -0.22  -0.24
C: -0.40 0.87 0.51  -0.39
C: -1.41 1.48 1.47  -0.08
C: -1.07 -0.07 -0.53  -0.27
N: -1.90 -1.15 -0.01  0.01
H: 2.55 2.31 -0.56  0.07
H: 2.30 1.04 0.58  0.07
H: 2.08 0.76 -1.21  0.07
H: 0.42 2.84 0.28  0.10
H: 0.04 2.06 -1.19  0.10
H: 0.23 0.21 1.12  0.13
H: -2.21 2.02 0.96  0.08
H: -1.89 0.69 2.04  0.06
H: -0.95 2.17 2.17  0.08
H: -1.61 0.54 -1.25  0.11
H: -0.23 -0.54 -1.02  0.11
H: -2.39 -0.90 0.83  0.05
H: -1.36 -2.00 0.07  0.06
O: 2.04 -5.20 -0.91  -0.07
H: 2.04 -5.79 -1.68  0.04
H: 1.30 -4.60 -1.10  0.03

As for the SMILES: CC[C@@H](C)CN.O. The HOMO energy comes out at -9.04 eV. As for the LUMO energy: 0.600 eV.


S:
Molecular formula: C5H15NO
Method: DFT, ωB97M-V/def2-TZVPD

Last column: Löwdin charge in e.
Atoms and positions in Å:
C: -1.74 0.84 0.33  -0.13
C: -1.23 -0.28 1.30  -0.29
N: 0.16 -0.40 1.13  -0.27
C: 0.74 -1.62 0.55  -0.11
C: 1.26 0.62 1.26  -0.25
C: 1.46 1.44 -0.02  -0.13
H: -1.18 1.80 0.72  0.09
H: -1.70 0.52 -0.77  0.07
H: -2.87 1.09 0.56  0.09
H: -1.76 -1.22 0.99  0.12
H: -1.63 0.08 2.26  0.10
H: 1.26 -2.38 1.15  0.08
H: 1.17 -1.28 -0.44  0.10
H: -0.01 -2.29 0.25  0.04
H: 2.18 0.10 1.68  0.12
H: 0.81 1.27 2.12  0.13
H: 1.63 2.55 0.28  0.09
H: 0.51 1.36 -0.68  0.07
H: 2.32 1.18 -0.77  0.09
O: -0.38 -0.51 -3.59  -0.07
H: -1.31 -0.41 -3.39  0.01
H: -0.34 -1.50 -3.64  0.05

As for the SMILES: CCN(C)CC.O. The HOMO energy comes out at -7.65 eV. As for the LUMO energy: 0.701 eV.


Most stable of them? R.


P:
Molecular formula: C5H15NO
Method: DFT, ωB97M-V/def2-TZVPD

Last column: Löwdin charge in e.
Atoms and positions in Å:
C: -1.63 0.42 0.81  -0.07
C: -0.15 0.10 1.13  -0.41
C: -0.03 -1.36 1.52  -0.08
C: 0.76 0.75 0.08  -0.40
C: 2.21 0.78 0.63  -0.07
N: 0.74 -0.14 -1.12  0.03
H: -1.75 1.08 -0.04  0.06
H: -2.23 -0.49 0.69  0.07
H: -2.14 0.87 1.67  0.08
H: 0.15 0.63 2.04  0.12
H: 0.99 -1.76 1.57  0.07
H: -0.52 -2.00 0.78  0.08
H: -0.58 -1.52 2.43  0.08
H: 0.49 1.76 -0.22  0.14
H: 2.33 1.50 1.44  0.08
H: 2.82 1.17 -0.19  0.07
H: 2.53 -0.24 0.81  0.07
H: 1.49 -0.81 -1.18  0.08
H: 0.89 0.43 -1.95  0.08
O: -1.78 -0.49 -2.65  -0.09
H: -1.96 0.45 -2.70  0.02
H: -1.18 -0.54 -1.88  -0.02

As for the SMILES: CC(C)[C@@H](C)N.O. The HOMO energy comes out at -9.65 eV. As for the LUMO energy: 0.842 eV.


Q:
Molecular formula: C5H15NO
Method: DFT, ωB97M-V/def2-TZVPD

Last column: Löwdin charge in e.
Atoms and positions in Å:
C: 0.58 0.59 -1.42  -0.05
C: -0.81 0.51 -0.78  -0.46
C: -1.14 1.81 -0.09  -0.07
N: -1.03 -0.64 0.09  -0.25
C: -1.17 -1.90 -0.59  -0.11
C: -0.10 -0.74 1.20  -0.10
H: 0.52 1.10 -2.38  0.08
H: 1.19 1.23 -0.77  0.07
H: 1.11 -0.34 -1.58  0.07
H: -1.56 0.42 -1.57  0.13
H: -1.14 2.63 -0.79  0.08
H: -0.46 1.99 0.75  0.07
H: -2.13 1.79 0.40  0.09
H: -1.48 -1.76 -1.62  0.08
H: -1.86 -2.56 -0.06  0.08
H: -0.21 -2.46 -0.67  0.08
H: -0.55 -1.30 2.02  0.09
H: 0.73 -1.36 0.91  0.06
H: 0.24 0.23 1.58  0.07
O: 3.29 0.56 1.92  -0.06
H: 2.46 0.56 1.43  -0.01
H: 3.51 -0.38 2.03  0.04

As for the SMILES: CC(C)N(C)C.O. The HOMO energy comes out at -8.36 eV. As for the LUMO energy: 0.840 eV.


R:
Molecular formula: C5H15NO
Method: DFT, ωB97M-V/def2-TZVPD

Last column: Löwdin charge in e.
Atoms and positions in Å:
C: 1.91 -0.67 0.15  -0.05
C: 0.40 -0.40 0.08  -0.33
C: -0.05 0.30 1.38  -0.43
C: -1.56 0.42 1.63  -0.07
C: 0.52 1.73 1.45  -0.08
N: -0.13 0.55 -1.24  0.07
H: 2.19 -1.41 -0.60  0.08
H: 2.48 0.24 -0.01  0.08
H: 2.08 -1.07 1.14  0.09
H: -0.13 -1.36 0.08  0.14
H: 0.44 -0.26 2.19  0.13
H: -1.67 0.97 2.56  0.07
H: -2.00 -0.57 1.72  0.08
H: -1.97 1.00 0.81  0.08
H: 0.20 2.29 0.58  0.07
H: 0.13 2.25 2.33  0.07
H: 1.61 1.72 1.39  0.07
H: -1.11 0.28 -1.15  0.04
H: 0.41 -0.26 -1.30  -0.07
H: -0.60 -0.82 -2.65  -0.01
H: -0.78 -1.86 -3.78  0.03
O: -0.90 -1.73 -2.84  -0.07

The HOMO energy comes out at -10.18 eV. As for the LUMO energy: 0.964 eV.


Most stable of them? P.


P:
Molecular formula: C5H15NO
Method: DFT, ωB97M-V/def2-TZVPD

Last column: Löwdin charge in e.
Atoms and positions in Å:
C: -0.58 -1.23 2.08  -0.10
C: -0.65 -0.88 0.60  -0.23
C: 0.62 -0.27 0.03  -0.46
C: 1.74 -1.29 -0.09  -0.06
N: 0.30 0.42 -1.22  -0.10
C: 1.43 1.05 -1.89  -0.13
H: -0.01 -2.15 2.21  0.06
H: -1.57 -1.41 2.50  0.07
H: -0.07 -0.48 2.69  0.08
H: -0.88 -1.80 0.07  0.11
H: -1.45 -0.16 0.42  0.08
H: 0.94 0.53 0.70  0.13
H: 2.70 -0.88 -0.39  0.07
H: 1.91 -1.75 0.88  0.07
H: 1.39 -2.11 -0.73  0.09
H: -0.20 -0.20 -1.85  0.11
H: 1.07 1.91 -2.46  0.07
H: 1.93 0.40 -2.61  0.07
H: 2.12 1.44 -1.14  0.08
O: -2.65 1.95 0.50  -0.07
H: -1.68 1.96 0.56  0.02
H: -2.77 1.72 -0.44  0.04

As for the SMILES: CC[C@@H](C)NC.O. The HOMO energy comes out at -8.86 eV. As for the LUMO energy: 0.985 eV.


Q:
Molecular formula: C5H15NO
Method: DFT, ωB97M-V/def2-TZVPD

Last column: Löwdin charge in e.
Atoms and positions in Å:
C: 1.38 -1.45 1.64  -0.13
N: 0.20 -1.51 0.74  -0.12
C: -0.07 -0.17 0.18  -0.27
C: -1.30 -0.17 -0.72  -0.42
C: -1.06 -1.14 -1.89  -0.08
C: -1.45 1.25 -1.25  -0.09
H: 2.29 -1.54 1.07  0.07
H: 1.45 -0.55 2.28  0.07
H: 1.24 -2.26 2.36  0.07
H: -0.54 -1.65 1.42  0.09
H: -0.16 0.53 1.02  0.11
H: 0.83 0.18 -0.35  0.11
H: -2.14 -0.50 -0.10  0.13
H: -1.97 -1.41 -2.42  0.07
H: -0.32 -0.79 -2.60  0.08
H: -0.69 -2.06 -1.44  0.06
H: -1.65 1.97 -0.44  0.07
H: -0.52 1.56 -1.73  0.08
H: -2.30 1.37 -1.92  0.08
O: 1.90 2.54 1.15  -0.04
H: 1.92 2.30 0.22  0.02
H: 1.19 3.14 1.31  0.02

As for the SMILES: CNCC(C)C.O. The HOMO energy comes out at -9.13 eV. As for the LUMO energy: 0.798 eV.


Most stable of them? P.